Computed, not measured: a 16-piece molecular cluster, C58H146N2O32 overall, with ωB97M-V/def2-TZVPD.

Output
E_tot   -4813.65690 Ha
HOMO-LUMO gap   9.02 eV

Cartesian coordinates (Å):
C -1.286 4.846 4.548
O -2.629 5.098 4.048
C -2.880 4.654 2.713
C -3.533 3.292 2.870
O -3.807 2.737 1.544
C -4.536 1.499 1.714
H -1.116 5.663 5.213
H -0.594 4.894 3.699
H -1.263 3.870 5.054
H -1.961 4.715 2.128
H -3.516 5.360 2.224
H -4.532 3.430 3.358
H -2.860 2.608 3.478
H -3.891 0.898 2.369
H -4.836 1.072 0.771
H -5.450 1.720 2.268
C 2.021 8.386 -3.295
O 1.226 7.254 -3.743
C 1.716 6.670 -4.888
C 1.116 5.349 -5.248
O -0.105 5.472 -5.966
C -0.524 4.236 -6.523
H 1.584 8.679 -2.368
H 1.913 9.260 -3.949
H 3.077 8.083 -3.252
H 2.781 6.495 -4.806
H 1.541 7.295 -5.784
H 0.946 4.758 -4.367
H 1.937 4.916 -5.778
H -0.431 3.393 -5.794
H 0.039 3.946 -7.353
H -1.571 4.348 -6.901
C 2.180 -3.122 6.190
O 3.123 -2.728 5.196
C 2.890 -3.303 3.952
C 3.972 -4.277 3.522
O 5.095 -3.488 3.110
C 6.221 -4.325 3.199
H 1.138 -2.926 5.857
H 2.349 -2.577 7.152
H 2.279 -4.221 6.425
H 2.890 -2.450 3.193
H 1.900 -3.858 3.812
H 3.597 -4.961 2.694
H 4.283 -4.902 4.355
H 7.109 -3.832 2.819
H 6.103 -5.293 2.656
H 6.360 -4.588 4.258
C 1.795 0.481 1.913
O 1.583 0.913 0.512
C 2.408 -0.036 -0.272
C 2.580 0.389 -1.710
O 1.312 0.502 -2.339
C 1.370 1.193 -3.495
H 1.472 -0.563 2.028
H 1.402 1.165 2.599
H 2.857 0.580 2.111
H 1.908 -0.987 -0.223
H 3.460 -0.075 0.192
H 3.157 -0.380 -2.193
H 2.964 1.402 -1.695
H 1.499 2.281 -3.341
H 0.398 0.941 -3.880
H 2.203 0.916 -4.165
C 5.550 -0.165 2.283
O 4.641 0.385 3.190
C 4.830 0.041 4.497
C 3.741 0.458 5.435
O 3.343 1.819 5.189
C 4.093 2.897 5.748
H 5.655 0.486 1.375
H 5.129 -1.090 1.933
H 6.570 -0.274 2.764
H 5.779 0.454 4.981
H 4.800 -1.015 4.485
H 4.175 0.219 6.410
H 2.827 -0.158 5.257
H 3.816 3.795 5.103
H 5.178 2.735 5.660
H 3.874 3.247 6.751
C 2.342 -7.628 4.457
O 2.394 -6.869 3.275
C 1.560 -7.372 2.271
C 0.052 -7.385 2.486
O -0.519 -6.199 2.954
C -0.396 -5.083 2.070
H 2.847 -7.017 5.222
H 2.744 -8.655 4.366
H 1.244 -7.740 4.749
H 1.826 -8.309 1.798
H 1.658 -6.647 1.438
H -0.216 -8.153 3.179
H -0.358 -7.714 1.467
H -0.961 -4.279 2.660
H -0.974 -5.313 1.133
H 0.655 -4.899 1.766
C -2.216 -1.964 5.287
O -2.200 -0.813 4.421
C -0.907 -0.339 4.083
C -0.204 0.362 5.216
O 0.442 -0.490 6.137
C 0.866 0.275 7.346
H -1.945 -2.884 4.757
H -3.164 -2.128 5.797
H -1.412 -1.965 6.117
H -1.099 0.447 3.394
H -0.267 -1.084 3.616
H -1.041 0.934 5.730
H 0.551 1.128 4.936
H -0.019 0.618 7.896
H 1.416 1.164 7.048
H 1.531 -0.368 8.014
C -3.944 -6.231 -1.575
O -3.916 -5.550 -0.367
C -5.030 -4.696 -0.114
C -4.743 -3.253 -0.506
O -4.160 -2.606 0.633
C -2.822 -2.856 0.882
H -3.650 -5.474 -2.345
H -5.036 -6.490 -1.781
H -3.304 -7.100 -1.536
H -5.226 -4.703 0.974
H -5.925 -5.052 -0.623
H -5.693 -2.735 -0.750
H -4.142 -3.136 -1.401
H -2.196 -2.738 0.018
H -2.829 -3.925 1.148
H -2.425 -2.183 1.667
C 2.860 -4.255 -0.135
O 1.740 -4.722 -0.758
C 2.001 -5.437 -1.926
C 0.714 -5.938 -2.593
O -0.047 -4.865 -3.127
C -0.791 -4.145 -2.193
H 2.617 -3.938 0.871
H 3.351 -3.464 -0.631
H 3.625 -5.079 -0.033
H 2.662 -6.283 -1.599
H 2.484 -4.828 -2.718
H 0.112 -6.451 -1.800
H 0.934 -6.733 -3.354
H -0.414 -4.391 -1.163
H -1.865 -4.310 -2.234
H -0.617 -3.065 -2.381
C 0.498 -2.255 -6.374
O -0.341 -2.848 -7.360
C 0.011 -2.478 -8.701
C -0.308 -3.655 -9.544
O 0.245 -4.906 -9.182
C 1.646 -4.710 -9.159
H 1.542 -2.587 -6.566
H 0.187 -2.623 -5.391
H 0.481 -1.168 -6.386
H 1.027 -2.189 -8.755
H -0.645 -1.692 -9.026
H -0.133 -3.440 -10.582
H -1.361 -3.845 -9.436
H 2.168 -4.326 -10.078
H 2.083 -5.709 -8.890
H 1.927 -4.056 -8.362
C 6.690 3.505 0.537
O 5.376 3.981 0.499
C 4.409 3.135 1.123
C 3.119 3.892 1.612
O 2.473 4.565 0.537
C 1.133 4.790 0.815
H 7.094 3.553 1.542
H 7.267 4.074 -0.212
H 6.790 2.433 0.353
H 4.854 2.758 2.068
H 4.114 2.346 0.424
H 3.359 4.634 2.397
H 2.532 3.068 2.046
H 0.895 5.650 1.539
H 0.726 3.883 1.253
H 0.625 5.079 -0.117
C -4.000 -5.034 -7.603
O -4.455 -4.049 -6.732
C -3.409 -3.819 -5.751
C -3.786 -2.679 -4.883
O -4.813 -3.061 -3.998
C -5.798 -2.082 -3.670
H -3.046 -4.845 -8.003
H -4.760 -5.142 -8.360
H -3.833 -5.944 -7.059
H -2.499 -3.589 -6.397
H -3.379 -4.792 -5.137
H -4.202 -1.891 -5.596
H -2.916 -2.246 -4.283
H -6.678 -2.616 -3.320
H -6.111 -1.624 -4.600
H -5.496 -1.306 -2.922
C -1.698 -0.587 -2.410
O -3.066 -0.227 -2.312
C -3.320 0.719 -3.304
C -4.582 1.572 -2.960
O -4.250 2.662 -2.144
C -5.412 3.038 -1.375
H -1.529 -1.388 -1.685
H -1.043 0.243 -2.197
H -1.373 -0.956 -3.415
H -3.573 0.272 -4.289
H -2.448 1.438 -3.389
H -5.315 0.974 -2.363
H -5.083 1.870 -3.831
H -5.967 2.180 -1.012
H -6.129 3.598 -2.012
H -5.069 3.572 -0.468
C -1.059 7.777 1.364
O -1.861 8.367 0.329
C -3.037 7.695 -0.212
C -2.701 6.768 -1.405
O -1.766 5.802 -1.139
C -1.161 5.369 -2.355
H -1.723 7.598 2.192
H -0.284 8.489 1.583
H -0.554 6.894 0.886
H -3.828 8.397 -0.676
H -3.500 7.120 0.569
H -2.245 7.437 -2.211
H -3.582 6.290 -1.919
H -0.620 6.172 -2.879
H -1.858 4.847 -3.052
H -0.382 4.601 -2.085
C 0.650 7.689 8.177
N 0.497 6.256 8.594
O 1.512 5.679 8.966
O -0.613 5.749 8.588
H 0.892 8.195 9.084
H -0.309 8.088 7.836
H 1.446 7.749 7.443
C -1.678 2.375 -0.538
N -1.294 1.673 0.681
O -1.384 0.452 0.659
O -0.931 2.297 1.675
H -0.754 2.165 -1.132
H -1.780 3.421 -0.334
H -2.522 1.861 -0.946


Computed, not measured: an isolated ion of composition C5H7BrN3 and charge +1, with ωB97M-V/def2-TZVPD.

Output
Charge   +1
E_tot   -2932.59107 Ha
HOMO-LUMO gap   7.24 eV
SMILES   C#[N+][C@@H]1[C@@H](Br)N[C@H]2CN21

Cartesian coordinates (Å):
C -0.854 2.100 -2.202
N -0.319 1.301 -1.556
C 0.086 0.137 -0.951
C -1.100 -0.613 -0.325
Br -0.780 -2.508 -1.216
N -0.894 -0.402 1.033
C 0.368 0.066 1.336
C 1.485 -0.849 0.811
N 1.093 0.363 0.122
H -1.205 3.059 -2.471
H 0.512 -0.474 -1.793
H -2.148 -0.409 -0.482
H -1.591 -0.896 1.505
H 0.406 0.629 2.275
H 2.426 -0.768 1.556
H 1.103 -1.802 0.474


Computed, not measured: a 2-piece molecular cluster, C4H7BrN2 overall, with ωB97M-V/def2-TZVPD.

Output
E_tot   -2840.01050 Ha
HOMO-LUMO gap (alpha / beta)   9.07 / 9.07 eV

Cartesian coordinates (Å):
C -0.959 2.133 -0.220
C -0.162 0.041 1.452
C 1.290 -0.813 -0.930
C -0.768 -0.166 0.044
N -1.119 3.268 -0.134
N -0.133 -0.698 -0.979
Br -2.636 -0.738 0.070
H 0.763 0.787 1.498
H 0.289 -0.869 1.686
H -0.745 0.454 2.303
H 1.541 -0.953 -2.002
H 1.799 -0.066 -0.399
H 1.380 -1.858 -0.478
H -0.540 -0.521 -1.912


Computed, not measured: C29H42ClFGdN2O6 as an isolated structure, with ωB97M-V/def2-TZVPD.

Output
Charge   +3
Spin multiplicity   8
E_tot   -3015.66563 Ha
HOMO-LUMO gap (alpha / beta)   4.45 / 5.21 eV

Cartesian coordinates (Å):
C 7.125 -1.647 -0.905
C 5.847 -0.721 -0.607
C 4.719 -1.658 0.005
C 3.273 -0.993 -0.101
O 2.528 -1.691 -1.144
C 1.362 -1.101 -1.457
C 1.385 0.263 -2.089
C 0.186 1.008 -2.487
C -1.126 0.372 -2.293
C -2.382 1.150 -2.766
C -3.072 2.062 -1.662
C -2.116 2.464 -0.461
Cl -3.120 3.469 0.692
C -1.165 -1.027 -1.674
C -2.588 -1.669 -1.536
C -3.491 -1.033 -0.402
N -3.547 -1.808 0.876
C -4.159 -3.156 0.719
C -3.984 -3.945 2.111
C -4.468 -1.046 1.713
C -4.025 -0.400 3.065
O -5.671 -0.837 1.374
C 0.010 -1.755 -1.252
C 0.018 -3.168 -0.602
F -0.678 -4.140 -1.376
C -0.428 -3.189 0.912
C 0.693 -2.498 1.819
C 0.611 2.400 -3.082
O 0.063 3.145 -3.823
N 1.944 2.547 -2.515
C 1.903 3.288 -1.209
C 2.778 2.643 -0.081
C 2.897 3.598 1.184
O 2.134 3.075 2.304
C 0.811 3.487 2.244
C 0.365 4.995 2.393
O -0.069 2.666 2.078
C 2.560 1.232 -2.498
O 3.681 0.970 -2.780
H 7.063 -1.915 -1.996
H 7.014 -2.586 -0.297
H 8.074 -1.112 -0.657
H 6.183 0.077 0.107
H 5.551 -0.273 -1.591
H 5.002 -1.796 1.088
H 4.772 -2.652 -0.508
H 3.443 0.093 -0.299
H 2.820 -1.088 0.921
H -2.027 1.850 -3.578
H -3.146 0.494 -3.273
H -4.034 1.617 -1.274
H -3.365 3.025 -2.152
H -1.291 3.089 -0.892
H -1.711 1.568 0.069
H -3.113 -1.455 -2.512
H -2.475 -2.779 -1.492
H -4.489 -0.792 -0.853
H -3.023 -0.037 -0.144
H -3.675 -3.800 -0.052
H -5.264 -3.154 0.507
H -3.182 -4.720 1.943
H -4.904 -4.525 2.381
H -3.605 -3.293 2.936
H -2.921 -0.285 3.162
H -4.525 0.613 3.084
H -4.499 -0.985 3.903
H 1.087 -3.531 -0.595
H -0.496 -4.250 1.280
H -1.375 -2.630 1.108
H 0.884 -1.492 1.344
H 0.220 -2.266 2.815
H 1.611 -3.123 1.912
H 0.831 3.227 -0.850
H 2.223 4.339 -1.424
H 3.834 2.415 -0.406
H 2.302 1.698 0.314
H 3.965 3.619 1.527
H 2.590 4.646 0.921
H 1.271 5.635 2.535
H -0.092 5.299 1.410
H -0.376 5.112 3.224
Gd -7.951 -1.227 1.667


Computed, not measured: the molecule C6H7Cl, with ωB97M-V/def2-TZVPD.

Output
E_tot   -692.87876 Ha
HOMO-LUMO gap   9.51 eV
SMILES   C[C@]12C=C[C@@]1(Cl)C2

Cartesian coordinates (Å):
C -0.924 0.575 -1.369
C -0.289 -0.172 -0.234
C -0.868 0.009 1.158
C 0.293 0.271 1.729
C 1.073 0.102 0.435
Cl 2.268 1.205 -0.186
C 0.761 -1.250 -0.134
H -0.327 0.471 -2.306
H -0.884 1.657 -0.997
H -1.984 0.289 -1.766
H -1.914 -0.251 1.463
H 0.514 0.727 2.651
H 0.878 -2.240 0.591
H 1.403 -1.393 -1.037


Computed, not measured: C42H38CoNO4P2 as an isolated structure, with ωB97M-V/def2-TZVPD.

Output
Charge   -1
Spin multiplicity   2
E_tot   -4044.61565 Ha
HOMO-LUMO gap (alpha / beta)   7.72 / 7.65 eV

Cartesian coordinates (Å):
Co -0.926 0.635 0.274
O -3.559 -1.513 1.241
C -2.592 -1.960 0.613
O -1.792 -1.291 -0.113
C -2.377 -3.472 0.681
C -3.527 -4.257 0.711
C -3.451 -5.638 0.690
C -2.210 -6.257 0.657
C -1.061 -5.487 0.668
C -1.122 -4.094 0.692
P 0.374 -3.037 0.845
C 1.506 -4.056 1.874
C 2.871 -3.765 1.808
C 3.766 -4.328 2.701
C 3.317 -5.185 3.697
C 1.962 -5.459 3.796
C 1.065 -4.894 2.898
C 1.081 -3.301 -0.840
C 0.755 -2.383 -1.837
C 1.198 -2.567 -3.140
C 1.984 -3.662 -3.465
C 2.319 -4.580 -2.478
C 1.866 -4.402 -1.180
H -4.481 -3.748 0.741
H -4.356 -6.234 0.695
H -2.138 -7.338 0.632
H -0.092 -5.973 0.670
H 3.231 -3.063 1.065
H 4.816 -4.076 2.634
H 4.015 -5.619 4.401
H 1.593 -6.110 4.579
H 0.009 -5.110 3.000
H 0.121 -1.541 -1.589
H 0.930 -1.843 -3.899
H 2.333 -3.802 -4.481
H 2.930 -5.441 -2.721
H 2.133 -5.127 -0.421
N -1.568 0.589 2.278
C -0.395 0.309 3.126
C 0.948 0.498 2.392
O 1.947 0.690 3.076
O 0.905 0.389 1.118
H -2.056 1.432 2.552
H -2.250 -0.164 2.316
H -0.411 -0.746 3.413
H -0.389 0.900 4.043
C -0.105 3.757 2.373
C 0.976 4.231 1.447
C 1.931 5.125 1.919
C 2.923 5.628 1.094
C 2.971 5.235 -0.234
C 2.035 4.334 -0.716
C 1.036 3.820 0.109
P -0.197 2.621 -0.531
C 0.486 2.239 -2.186
C 1.529 1.312 -2.100
C 2.213 0.899 -3.232
C 1.833 1.391 -4.470
C 0.779 2.288 -4.562
C 0.094 2.735 -3.434
C -1.024 3.727 -3.606
C -1.731 3.582 -0.579
C -1.861 4.959 -0.470
C -3.115 5.516 -0.261
C -4.221 4.679 -0.148
C -4.088 3.302 -0.265
C -2.840 2.724 -0.500
C -2.578 1.264 -0.653
H 0.264 3.690 3.396
H -0.461 2.775 2.069
H -0.960 4.439 2.345
H 1.897 5.420 2.962
H 3.659 6.317 1.488
H 3.741 5.617 -0.892
H 2.090 4.019 -1.750
H 1.797 0.913 -1.125
H 3.017 0.181 -3.142
H 2.348 1.071 -5.368
H 0.478 2.661 -5.535
H -1.148 3.975 -4.660
H -0.827 4.650 -3.059
H -1.971 3.335 -3.232
H -0.981 5.593 -0.515
H -3.227 6.588 -0.160
H -5.199 5.108 0.040
H -4.956 2.660 -0.177
H -2.394 1.053 -1.719
H -3.436 0.654 -0.371